A 2-piece molecular cluster, C8H12N2O overall. Source: the OMol25 dataset; level of theory: wB97M-V/def2-TZVPD.

```
23
Properties=species:S:1:pos:R:3
H 3.817 -0.275 -1.043
N 3.149 0.491 -0.988
C 2.023 0.289 -0.317
N 1.074 1.156 -0.032
C -0.080 0.879 0.366
O -0.669 1.532 1.396
C -0.915 -0.366 -0.081
C -2.233 -0.431 0.687
C -1.099 -0.581 -1.542
C 0.189 -1.216 0.529
C 1.047 -1.361 1.511
C 1.664 -1.114 0.209
H -0.068 2.108 1.854
H -1.949 -0.046 1.613
H -2.455 -1.512 0.833
H -3.073 0.018 0.437
H -2.069 -0.932 -1.843
H -0.407 -1.308 -1.921
H -0.875 0.256 -2.191
H 1.392 -1.608 2.481
H 2.289 -1.953 -0.216
H -0.726 2.948 -0.762
H -0.029 3.025 -0.981
```

## Properties
E_LUMO	-0.01	eV
charge	0
electronic energy	-13512.586	eV
HOMO level	-0.306	hartree
gap between HOMO and LUMO	8.33	eV


A 2-piece molecular cluster, C6H8N overall. Source: the OMol25 dataset; level of theory: wB97M-V/def2-TZVPD.

```
15
Properties=species:S:1:pos:R:3
C -1.673 -2.476 -0.076
C -2.757 1.889 -0.570
C -1.520 -1.302 -0.041
C -2.078 1.052 -0.074
C -0.346 0.173 1.366
C -1.302 -0.041 0.497
N 1.557 0.025 -0.753
H -1.871 -3.347 -0.599
H -3.300 2.788 -0.786
H 0.057 -0.723 1.840
H -0.263 1.183 1.873
H 0.800 0.015 0.017
H 1.375 0.954 -1.251
H 1.376 -0.661 -1.486
H 2.451 -0.060 -0.351
```

## Properties
E_LUMO	-4.22	eV
charge	+1
electronic energy	-7829.887	eV
HOMO level	-0.499	hartree
gap between HOMO and LUMO	9.37	eV


C37H48N9O3Sr as an isolated structure. Source: the OMol25 dataset; level of theory: wB97M-V/def2-TZVPD.

```
98
Properties=species:S:1:pos:R:3
Sr -0.353 -0.776 -0.011
C -3.485 -3.238 -2.193
O -3.732 -4.157 -1.129
C -2.732 -4.588 -0.300
C -2.935 -5.828 0.269
C -2.025 -6.386 1.174
C -0.893 -5.668 1.494
C -0.663 -4.402 0.941
C 0.570 -3.721 1.387
N 0.894 -2.515 1.132
N 2.111 -2.086 1.711
C 2.498 -0.949 1.182
O 1.942 -0.300 0.215
C 3.738 -0.365 1.819
C 4.342 -0.946 2.935
C 5.475 -0.375 3.496
C 6.023 0.785 2.952
C 5.423 1.368 1.842
C 4.283 0.791 1.282
C -1.576 -3.820 0.015
O -1.341 -2.662 -0.531
H -3.169 -2.265 -1.841
H -4.431 -3.151 -2.724
H -2.727 -3.625 -2.882
H -3.839 -6.360 -0.012
H -2.207 -7.361 1.607
H -0.165 -6.066 2.196
H 1.254 -4.307 2.005
H 3.903 -1.847 3.345
H 5.933 -0.835 4.363
H 6.907 1.230 3.393
H 5.837 2.272 1.411
H 3.795 1.232 0.421
C 0.758 1.885 2.249
N -0.417 2.709 1.988
C -1.461 2.623 3.019
C -0.782 2.922 0.687
N -0.242 2.197 -0.258
C -0.177 2.639 -1.602
C -0.072 3.990 -1.970
C 0.052 4.396 -3.291
C 0.081 3.441 -4.302
C 0.043 2.099 -3.952
C -0.031 1.676 -2.623
N 0.086 0.275 -2.326
C 1.196 -0.298 -2.722
N 2.384 0.350 -2.930
C 2.749 1.560 -2.207
C 3.301 -0.050 -3.979
N 1.217 -1.650 -2.964
C -0.013 -2.348 -3.337
C 2.258 -2.485 -2.363
N -1.698 3.942 0.523
C -1.731 5.088 1.407
C -2.700 3.967 -0.520
H 1.118 2.100 3.257
H 1.540 2.092 1.524
H 0.522 0.819 2.188
H -1.545 1.596 3.368
H -2.432 2.876 2.604
H -1.235 3.283 3.860
H -0.079 4.733 -1.180
H 0.124 5.453 -3.526
H 0.151 3.733 -5.343
H 0.108 1.333 -4.716
H 2.203 1.617 -1.268
H 2.570 2.461 -2.803
H 3.814 1.503 -1.970
H 2.921 -0.921 -4.506
H 4.286 -0.295 -3.568
H 3.430 0.764 -4.701
H -0.674 -1.661 -3.865
H -0.551 -2.746 -2.473
H 0.255 -3.169 -4.009
H 3.010 -1.857 -1.891
H 2.733 -3.124 -3.115
H 1.818 -3.121 -1.589
H -0.891 5.061 2.093
H -2.657 5.122 1.990
H -1.673 6.007 0.813
H -2.654 3.076 -1.127
H -2.561 4.833 -1.174
H -3.695 4.026 -0.066
C -3.601 0.624 -0.196
C -3.325 0.279 1.246
C -4.210 0.365 2.313
C -3.545 -0.244 3.419
C -2.310 -0.660 2.944
C -1.236 -1.395 3.696
N -2.155 -0.336 1.622
H -4.249 1.494 -0.281
H -4.106 -0.196 -0.722
H -2.691 0.850 -0.771
H -5.209 0.784 2.288
H -3.921 -0.378 4.427
H -1.497 -1.455 4.755
H -0.253 -0.911 3.629
H -1.102 -2.418 3.334
```

## Properties
E_LUMO	2.41	eV
charge	-1
electronic energy	-59541.504	eV
HOMO level	-0.140	hartree
gap between HOMO and LUMO	6.21	eV